1.
C35H45Cl3INOPPd | wB97M-V/def2-TZVPD

CARTESIAN COORDINATES (ANGSTROEM)
Pd 0.05 -1.62 -0.34
Cl 0.71 -6.69 -0.48
C 1.96 -5.49 -0.33
C 3.29 -5.92 -0.18
C 4.31 -5.02 -0.07
Cl 5.95 -5.60 0.09
C 4.04 -3.63 -0.08
C 5.03 -2.62 0.01
C 4.66 -1.31 -0.01
C 3.29 -0.99 -0.10
N 2.35 -1.90 -0.18
C 2.70 -3.21 -0.21
C 1.60 -4.14 -0.37
O 0.40 -3.73 -0.55
H 3.49 -6.98 -0.17
H 6.07 -2.91 0.11
H 5.39 -0.52 0.03
H 2.97 0.04 -0.09
C 3.16 4.04 0.36
C 3.45 2.95 -0.66
C 2.14 2.38 -1.21
C 1.06 2.23 -0.10
C 1.71 2.15 1.29
C 2.48 3.45 1.61
P -0.10 0.83 -0.40
C -0.78 1.04 -2.12
C -1.18 2.47 -2.54
C -1.19 2.64 -4.06
C -1.73 1.37 -4.71
C -0.75 0.21 -4.50
C 0.06 0.36 -3.20
C -1.58 1.25 0.62
C -2.03 2.73 0.72
C -1.76 3.32 2.10
C -2.57 2.58 3.17
C -2.66 1.07 2.88
C -1.50 0.60 2.01
H 2.50 4.78 -0.11
H 4.07 4.57 0.65
H 4.05 2.16 -0.19
H 4.05 3.34 -1.49
H 2.33 1.42 -1.70
H 1.76 3.05 -1.99
H 0.42 3.12 -0.10
H 2.39 1.30 1.33
H 0.96 1.98 2.05
H 3.22 3.23 2.38
H 1.79 4.18 2.03
H -1.70 0.45 -2.03
H -0.53 3.22 -2.09
H -2.19 2.66 -2.17
H -0.17 2.83 -4.43
H -1.80 3.50 -4.33
H -1.92 1.52 -5.78
H -2.70 1.13 -4.25
H -0.06 0.15 -5.35
H -1.30 -0.74 -4.48
H 0.97 0.94 -3.40
H 0.39 -0.63 -2.86
H -2.36 0.72 0.06
H -3.11 2.74 0.53
H -1.58 3.34 -0.06
H -2.02 4.38 2.10
H -0.69 3.27 2.32
H -3.58 3.00 3.21
H -2.11 2.75 4.15
H -3.59 0.84 2.36
H -2.67 0.51 3.82
H -1.51 -0.48 1.90
H -0.55 0.84 2.52
I -5.11 0.52 -0.49
C -1.84 -1.87 -0.93
H -2.47 -0.99 -0.78
H -1.71 -2.07 -2.00
Cl -2.60 -2.56 5.79
C -2.57 -2.72 4.05
C -1.56 -3.45 3.45
C -1.54 -3.58 2.07
C -2.51 -2.96 1.28
C -2.50 -3.06 -0.23
C -3.52 -2.23 1.91
C -3.56 -2.11 3.29
H -0.80 -3.93 4.06
H -0.77 -4.16 1.59
H -3.55 -3.08 -0.55
H -2.03 -3.99 -0.54
H -4.27 -1.74 1.31
H -4.34 -1.55 3.77

Lowest unoccupied orbital energy   1.91 eV
HOMO-LUMO gap   6.36 eV
HOMO energy   -4.45 eV
Charge   -1
Relative energy (zero: lowest compared OMol25 entry of this formula, charge and spin)   0.0 kcal/mol

Mulliken population analysis, charges in e, atoms 1 to 5: -0.958, -0.243, 0.478, -0.590, 0.710

2.
C35H45ClGaN2O4S3 | wB97M-V/def2-TZVPD

CARTESIAN COORDINATES (ANGSTROEM)
Ga 0.84 -0.64 1.05
C -0.96 -2.31 0.11
C -1.67 -1.84 -0.96
C -0.68 -1.56 -2.03
C 0.55 -1.84 -1.52
C 0.48 -2.30 -0.14
C 1.29 -3.59 0.18
C 2.79 -3.41 -0.09
C 1.08 -4.03 1.63
C 0.77 -4.71 -0.73
C -0.84 -1.09 -3.48
C -1.28 -2.26 -4.37
C -1.80 0.10 -3.65
C 0.52 -0.62 -4.03
C -3.19 -1.66 -0.90
C -3.75 -2.41 0.32
C -3.55 -0.18 -0.70
C -3.92 -2.22 -2.12
H -1.39 -2.64 1.05
H 1.48 -1.76 -2.06
H 3.22 -2.64 0.54
H 2.96 -3.14 -1.14
H 3.31 -4.35 0.09
H 1.38 -3.27 2.34
H 1.67 -4.93 1.83
H 0.03 -4.28 1.81
H 0.95 -4.47 -1.78
H -0.30 -4.85 -0.59
H 1.28 -5.65 -0.50
H -2.23 -2.70 -4.06
H -0.53 -3.05 -4.35
H -1.40 -1.92 -5.41
H -2.83 -0.15 -3.44
H -1.75 0.46 -4.68
H -1.50 0.92 -2.99
H 1.23 -1.44 -4.11
H 0.95 0.17 -3.41
H 0.37 -0.21 -5.04
H -3.40 -1.99 1.26
H -3.48 -3.47 0.29
H -4.84 -2.33 0.32
H -3.16 0.17 0.25
H -4.64 -0.05 -0.70
H -3.13 0.46 -1.47
H -3.62 -3.26 -2.30
H -3.73 -1.66 -3.03
H -4.99 -2.20 -1.94
C 5.91 2.18 2.70
C 5.59 1.55 1.37
C 6.64 1.24 0.51
C 6.40 0.70 -0.74
Cl 7.76 0.33 -1.78
C 5.11 0.47 -1.18
C 4.06 0.77 -0.34
C 4.29 1.30 0.93
O 3.17 1.61 1.66
C 3.05 1.00 2.95
C 3.14 -0.51 2.87
O 3.86 -1.10 3.64
O 2.45 -1.10 1.94
H 6.93 2.56 2.69
H 5.83 1.45 3.51
H 5.24 3.01 2.92
H 7.65 1.43 0.82
H 4.93 0.05 -2.16
H 3.04 0.62 -0.65
H 2.06 1.27 3.31
H 3.81 1.36 3.64
C -1.32 0.28 2.86
O -0.03 -0.18 2.58
H -1.28 1.14 3.54
H -1.92 -0.50 3.34
H -1.86 0.60 1.96
S -0.55 5.53 3.21
C -0.63 4.36 2.03
S 0.71 3.35 1.64
C -0.27 2.45 0.51
N -1.46 2.91 0.40
N -1.66 3.98 1.24
C -2.99 4.50 1.24
C -4.04 3.63 0.94
C -5.33 4.11 0.92
C -5.60 5.45 1.17
C -4.55 6.31 1.45
C -3.24 5.84 1.49
S 0.27 1.11 -0.45
H -3.82 2.60 0.74
H -6.14 3.43 0.69
H -6.62 5.82 1.15
H -4.74 7.35 1.65
H -2.43 6.52 1.71

Lowest unoccupied orbital energy   2.45 eV
HOMO-LUMO gap   8.02 eV
HOMO energy   -5.56 eV
Charge   -1
Relative energy (zero: lowest compared OMol25 entry of this formula, charge and spin)   0.0 kcal/mol

Mulliken population analysis, charges in e, atoms 1 to 5: -0.290, -1.848, -0.099, 0.425, -1.414

3.
C35H45N4O4P2SSbTi | wB97M-V/def2-TZVPD

CARTESIAN COORDINATES (ANGSTROEM)
Ti 0.20 -0.15 -1.17
N -0.61 1.96 -0.84
C -2.09 1.81 -0.75
C -2.88 3.01 -1.27
C -2.97 3.12 -2.80
C -4.19 2.45 -3.43
N -5.45 3.03 -2.97
C -6.44 2.39 -2.34
N -7.65 2.95 -2.32
N -6.24 1.24 -1.73
C -2.47 0.52 -1.46
O -3.60 0.09 -1.42
O -1.48 -0.07 -2.09
H -0.26 2.50 -0.05
H -0.38 2.49 -1.68
H -2.33 1.64 0.30
H -2.40 3.91 -0.86
H -3.88 3.00 -0.83
H -2.08 2.70 -3.28
H -2.98 4.17 -3.08
H -4.22 1.37 -3.24
H -4.14 2.57 -4.51
H -5.68 3.95 -3.33
H -7.90 3.70 -2.94
H -8.39 2.58 -1.73
H -5.30 0.86 -1.56
H -7.02 0.71 -1.37
O 1.90 0.10 -0.22
P 2.53 -0.47 1.07
C 1.60 -1.97 1.51
P -0.21 -1.71 1.62
O -0.61 -0.59 0.65
C -0.95 -3.25 1.11
C -2.13 -3.19 0.36
C -2.72 -4.37 -0.07
C -2.15 -5.59 0.25
C -0.98 -5.65 1.01
C -0.38 -4.48 1.44
C -0.58 -1.24 3.29
C -0.35 -2.14 4.33
C -0.59 -1.75 5.64
C -1.08 -0.48 5.90
C -1.32 0.41 4.86
C -1.07 0.04 3.55
C 4.20 -0.94 0.76
C 5.20 -0.72 1.71
C 6.50 -1.13 1.44
C 6.80 -1.76 0.24
C 5.80 -1.98 -0.71
C 4.51 -1.57 -0.45
C 2.39 0.70 2.41
C 2.29 2.05 2.10
C 2.22 2.98 3.12
C 2.25 2.56 4.45
C 2.36 1.21 4.76
C 2.43 0.28 3.74
H 1.98 -2.38 2.44
H 1.82 -2.70 0.73
H -2.57 -2.24 0.10
H -3.63 -4.33 -0.66
H -2.61 -6.51 -0.09
H -0.55 -6.61 1.26
H 0.53 -4.54 2.02
H 0.00 -3.15 4.13
H -0.42 -2.45 6.45
H -1.27 -0.18 6.92
H -1.70 1.40 5.08
H -1.25 0.73 2.74
H 4.98 -0.21 2.64
H 7.28 -0.96 2.17
H 7.81 -2.08 0.04
H 6.04 -2.46 -1.65
H 3.73 -1.73 -1.19
H 2.29 2.38 1.07
H 2.15 4.04 2.89
H 2.20 3.29 5.25
H 2.40 0.89 5.79
H 2.53 -0.77 3.99
C 3.51 1.87 -2.94
Sb 1.81 0.71 -3.48
C 1.08 1.85 -5.11
C 2.75 -0.88 -4.53
H 4.20 1.90 -3.78
H 4.01 1.43 -2.08
H 3.21 2.89 -2.69
H 1.80 1.80 -5.92
H 0.95 2.90 -4.82
H 0.12 1.46 -5.46
H 3.65 -0.50 -5.01
H 2.07 -1.26 -5.29
H 3.01 -1.69 -3.86
S 0.59 -3.59 -2.41
C 0.47 -2.19 -1.87

<S²>   0.75
Lowest unoccupied orbital energy (spin up / spin down)   -8.48 / -8.45 eV
HOMO-LUMO gap (spin up / spin down)   7.57 / 7.66 eV
HOMO energy (spin up / spin down)   -16.06 / -16.11 eV
Charge   +3
2S+1   2
Relative energy (zero: lowest compared OMol25 entry of this formula, charge and spin)   0.0 kcal/mol

Mulliken population analysis, charges in e, atoms 1 to 5: -0.256, -0.369, 0.496, -1.222, -0.393

4.
C35H45N8O10SeSr | wB97M-V/def2-TZVPD

CARTESIAN COORDINATES (ANGSTROEM)
Sr 0.44 -0.17 -0.44
O -3.75 -1.34 -0.25
C -2.52 -1.36 -0.05
O -1.60 -1.54 -0.88
C -2.09 -1.07 1.42
C -2.89 -1.33 2.52
C -2.41 -0.97 3.77
C -1.18 -0.35 3.91
C -0.43 -0.12 2.75
N -0.92 -0.48 1.58
C 0.97 0.55 2.77
O 1.36 0.97 3.86
O 1.57 0.59 1.66
H -3.86 -1.78 2.38
H -3.01 -1.17 4.66
H -0.77 -0.05 4.86
O 0.96 1.47 -2.34
C 0.57 1.03 -3.40
C 0.78 -0.32 -3.92
C 0.30 -0.56 -5.21
C 0.53 -1.77 -5.83
C 1.25 -2.79 -5.20
C 1.73 -2.59 -3.94
C 1.51 -1.36 -3.22
O 1.95 -1.24 -2.05
N 0.03 -1.98 -7.18
O 0.23 -3.07 -7.70
O -0.58 -1.07 -7.72
H 0.02 1.70 -4.09
H -0.24 0.21 -5.73
H 1.42 -3.73 -5.71
H 2.29 -3.36 -3.42
N -2.42 3.44 -1.22
C -2.49 2.11 -0.85
N -3.73 1.59 -0.66
O -1.48 1.44 -0.73
H -3.15 4.05 -0.90
H -1.49 3.81 -1.10
H -4.53 2.09 -1.00
H -3.80 0.58 -0.58
C -0.20 -4.66 -0.26
N 1.24 -4.61 -0.10
C 1.83 -5.82 0.43
C 1.75 -3.38 0.24
O 1.01 -2.46 0.57
N 3.11 -3.22 0.16
C 3.91 -3.94 -0.81
C 3.68 -1.99 0.65
H -0.45 -5.49 -0.93
H -0.58 -3.73 -0.67
H -0.70 -4.83 0.71
H 1.22 -6.20 1.26
H 2.83 -5.62 0.81
H 1.89 -6.60 -0.32
H 3.27 -4.53 -1.46
H 4.64 -4.61 -0.34
H 4.45 -3.21 -1.42
H 3.00 -1.50 1.34
H 3.88 -1.31 -0.19
H 4.62 -2.20 1.17
C 2.74 5.39 -0.60
C 3.11 5.82 0.81
C 3.91 4.75 1.55
C 3.08 3.54 1.95
N 2.18 3.84 3.06
C 0.83 3.90 3.01
Se -0.21 3.87 1.49
N 0.36 3.97 4.28
C -1.05 3.82 4.61
C -1.82 5.13 4.48
C -1.21 6.27 5.29
C -1.96 7.58 5.11
C 1.42 3.86 5.16
C 1.47 3.84 6.54
C 2.72 3.72 7.12
C 3.88 3.63 6.35
C 3.83 3.66 4.96
C 2.58 3.79 4.38
H 2.24 6.20 -1.14
H 2.06 4.54 -0.60
H 3.63 5.12 -1.17
H 2.20 6.04 1.38
H 3.69 6.75 0.78
H 4.38 5.18 2.45
H 4.73 4.40 0.92
H 3.69 2.70 2.28
H 2.45 3.17 1.15
H -1.08 3.46 5.64
H -1.45 3.04 3.97
H -2.84 4.94 4.82
H -1.88 5.40 3.43
H -0.17 6.39 5.01
H -1.20 5.99 6.36
H -1.92 7.90 4.07
H -1.54 8.37 5.72
H -3.01 7.48 5.38
H 0.58 3.91 7.15
H 2.81 3.69 8.20
H 4.84 3.53 6.83
H 4.72 3.58 4.36

Lowest unoccupied orbital energy   2.33 eV
HOMO-LUMO gap   7.50 eV
HOMO energy   -5.16 eV
Charge   -1
Relative energy (zero: lowest compared OMol25 entry of this formula, charge and spin)   26.3 kcal/mol

Mulliken population analysis, charges in e, atoms 1 to 5: 1.741, -0.840, -0.484, -0.496, 0.581

5.
C35H46As2BiN3O2S7 | wB97M-V/def2-TZVPD

CARTESIAN COORDINATES (ANGSTROEM)
Bi -0.70 -0.22 -0.31
C 4.78 0.34 -2.45
O 3.94 1.51 -2.45
C 2.85 1.18 -1.72
N 2.79 0.04 -1.18
C 4.10 -0.59 -1.42
C 4.07 -2.05 -1.78
C 5.19 -2.63 -2.37
C 5.25 -4.00 -2.58
C 4.20 -4.82 -2.17
C 3.08 -4.24 -1.58
C 3.02 -2.87 -1.40
C 1.86 2.29 -1.57
C 1.93 3.43 -2.36
C 1.04 4.46 -2.11
C 0.17 4.37 -1.05
C 0.19 3.20 -0.29
N 0.98 2.17 -0.58
C -0.60 3.03 0.96
N -0.67 1.95 1.60
C -1.39 2.21 2.85
C -1.83 3.69 2.69
O -1.20 4.13 1.45
C -0.52 1.98 4.07
C -1.12 1.99 5.32
C -0.35 1.82 6.47
C 1.02 1.64 6.37
C 1.62 1.64 5.12
C 0.86 1.81 3.97
H 4.79 -0.09 -3.45
H 5.78 0.65 -2.17
H 4.64 -0.52 -0.46
H 6.03 -2.02 -2.68
H 6.13 -4.44 -3.04
H 4.26 -5.89 -2.32
H 2.25 -4.86 -1.27
H 2.15 -2.44 -0.92
H 2.68 3.50 -3.14
H 1.06 5.35 -2.73
H -0.52 5.17 -0.79
H -2.26 1.54 2.90
H -2.91 3.80 2.57
H -1.47 4.32 3.50
H -2.19 2.12 5.41
H -0.83 1.82 7.44
H 1.62 1.50 7.26
H 2.69 1.50 5.03
H 1.32 1.79 3.00
C 1.67 -1.87 5.13
C 0.16 -2.15 5.29
S -0.90 -1.36 4.03
C -1.33 -2.80 3.02
C -0.16 -3.64 2.49
S 1.28 -2.69 1.87
C 2.63 -3.83 2.28
C 3.48 -3.34 3.45
S 2.68 -3.40 5.08
H 2.04 -1.27 5.96
H 1.86 -1.34 4.20
H -0.19 -1.79 6.25
H -0.04 -3.21 5.24
H -1.93 -2.39 2.21
H -1.97 -3.45 3.61
H -0.53 -4.26 1.67
H 0.22 -4.29 3.27
H 3.25 -3.92 1.38
H 2.20 -4.81 2.50
H 3.82 -2.32 3.28
H 4.35 -3.98 3.56
S -4.44 -0.87 1.80
As -3.96 -0.87 -0.22
S -2.77 1.08 -0.64
S -2.16 -2.26 -0.55
S -5.36 -1.21 -1.70
C 0.46 -2.95 -4.56
C -0.82 -2.23 -4.17
As -0.63 -0.50 -3.28
C 0.72 0.37 -4.40
C 0.56 0.30 -5.92
C -2.35 0.30 -3.81
C -2.81 0.23 -5.26
H 0.26 -3.64 -5.39
H 0.87 -3.54 -3.74
H 1.25 -2.27 -4.89
H -1.46 -2.83 -3.52
H -1.40 -2.00 -5.06
H 1.67 -0.10 -4.10
H 0.77 1.41 -4.08
H 0.29 -0.70 -6.27
H 1.51 0.57 -6.40
H -0.19 0.99 -6.28
H -2.31 1.33 -3.47
H -3.09 -0.20 -3.18
H -2.18 0.79 -5.94
H -3.81 0.67 -5.31
H -2.90 -0.79 -5.63

Lowest unoccupied orbital energy   -0.73 eV
HOMO-LUMO gap   6.49 eV
HOMO energy   -7.23 eV
Relative energy (zero: lowest compared OMol25 entry of this formula, charge and spin)   0.0 kcal/mol

Mulliken population analysis, charges in e, atoms 1 to 5: 1.686, -0.865, -0.380, -0.363, -0.002

Number 1: total energy -99005.017 eV. Number 2: total energy -145604.553 eV. Number 3: total energy -110225.520 eV. Number 4: total energy -135611.921 eV. Number 5: total energy -248972.330 eV.